Entry 1:
{"formula": "C18H22N2O3", "method": "ωB97M-V/def2-TZVPD", "homo_ev": -16.29, "homo_lumo_gap_ev": 8.75, "spin_multiplicity": 1, "energy_ha": -1033.67729, "lumo_ev": -7.5, "relative_energy_kcal_mol": 0.0, "charge": 2, "largest_force_ev_per_a": 2.8, "symbols": ["C", "C", "C", "C", "N", "C", "C", "C", "C", "C", "C", "N", "C", "C", "O", "O", "C", "C", "O", "C", "C", "C", "C", "H", "H", "H", "H", "H", "H", "H", "H", "H", "H", "H", "H", "H", "H", "H", "H", "H", "H", "H", "H", "H", "H"], "xyz": [[-1.6554, 0.3555, 5.6869], [-0.7358, 1.6265, 5.3985], [0.4607, 1.3295, 4.4199], [1.2944, 0.0578, 4.9130], [0.0766, 1.1520, 2.9898], [-1.1902, 1.1637, 2.4883], [-1.5221, 0.9460, 1.0700], [-0.4403, 0.7154, 0.1219], [-0.6119, 0.4288, -1.3841], [-0.8675, -0.9906, -1.7541], [-0.9962, -1.3255, -3.1551], [-0.9026, -0.3387, -4.1326], [-1.0093, -0.8289, -5.5491], [0.1657, -1.8951, -5.7151], [-0.1303, -3.0529, -5.7321], [1.5106, -1.5230, -5.7961], [2.0496, -1.1580, -4.5369], [2.3880, -2.1655, -3.3957], [2.2341, 0.0132, -4.3362], [-0.6837, 0.9819, -3.8245], [-0.5402, 1.4403, -2.4372], [0.9470, 0.7317, 0.6782], [1.1268, 0.9563, 2.0883], [-1.0634, -0.5202, 6.0574], [-2.3836, 0.6196, 6.5075], [-2.2834, 0.0611, 4.8060], [-1.4072, 2.3711, 4.8744], [-0.3992, 2.0804, 6.3615], [1.1831, 2.1939, 4.4929], [0.8608, -0.9051, 4.5378], [1.3237, 0.0157, 6.0307], [2.3493, 0.1476, 4.5372], [-2.0587, 1.3473, 3.1631], [-2.5741, 0.9464, 0.7129], [-0.9476, -1.8163, -1.0144], [-1.1714, -2.3876, -3.4574], [-1.9671, -1.3797, -5.7314], [-0.8937, 0.0171, -6.2735], [3.5017, -2.3409, -3.3983], [2.1739, -1.6640, -2.4101], [1.8165, -3.1316, -3.4574], [-0.6172, 1.6746, -4.7023], [-0.3694, 2.5130, -2.2009], [1.7885, 0.5680, -0.0346], [2.1705, 0.9691, 2.4928]], "atomic_forces_ev_per_a": [[0.024, 0.524, 0.617], [-1.407, -0.640, -1.260], [0.886, -0.193, 2.692], [0.067, 0.214, -0.557], [0.121, -0.224, -2.721], [-0.892, -0.223, -1.596], [2.526, -0.176, 0.133], [1.015, 0.576, 2.100], [-0.653, -1.068, -1.231], [0.269, 1.786, -2.090], [0.147, 1.186, 2.099], [-0.229, -0.078, 1.350], [1.262, -0.024, -0.727], [-0.285, -1.149, -0.159], [0.007, 0.747, -0.041], [-1.111, 0.042, 1.044], [0.496, 1.387, 1.370], [-0.171, -0.366, -0.321], [-0.186, -0.793, -0.355], [0.090, 0.085, 1.471], [-0.279, -2.575, -0.439], [-2.506, 0.315, 0.864], [-0.002, -0.327, -1.589], [-0.553, 0.743, -0.461], [0.786, -0.237, -0.876], [0.704, 0.095, 0.733], [0.776, -0.362, 0.845], [0.073, -0.416, -1.004], [-0.933, -0.704, -0.525], [0.288, 0.874, 0.330], [-0.064, 0.212, -1.015], [-0.958, -0.241, 0.460], [1.197, -0.186, -0.424], [0.878, 0.088, 0.627], [0.096, 0.906, -0.555], [0.149, 1.229, -0.012], [0.884, 0.590, 0.395], [-0.110, -0.647, 0.828], [-1.178, -0.037, -0.255], [0.093, -0.359, -1.177], [0.775, 0.860, -0.095], [-0.049, -0.712, 1.072], [-0.148, -1.005, -0.367], [-0.587, 0.238, 1.052], [-1.308, 0.044, -0.230]]}

***

Entry 2:
{"formula": "C18H22N2O3Sn", "method": "ωB97M-V/def2-TZVPD", "homo_ev": -22.15, "homo_lumo_gap_ev": 5.61, "spin_multiplicity": 1, "energy_ha": -1246.94626, "lumo_ev": -16.5, "relative_energy_kcal_mol": 2.8, "charge": 4, "largest_force_ev_per_a": 1.1, "symbols": ["Sn", "C", "O", "C", "C", "O", "C", "C", "O", "C", "H", "H", "H", "H", "H", "H", "H", "H", "H", "H", "H", "H", "H", "H", "C", "C", "N", "C", "C", "C", "C", "C", "C", "C", "C", "C", "N", "C", "H", "H", "H", "H", "H", "H", "H", "H"], "xyz": [[-0.7378, -0.5781, -1.3275], [-1.9165, -3.4810, 0.1169], [-1.6103, -2.7367, -1.0984], [-1.9330, -3.4401, -2.3246], [-0.7702, -3.2180, -3.2398], [-0.5001, -1.7818, -3.2120], [-0.2980, -1.1266, -4.5011], [0.5559, 0.0698, -4.2173], [-0.0359, 0.7289, -3.0647], [-0.0975, 2.1866, -3.1664], [-2.9761, -3.7279, 0.1359], [-1.6674, -2.8460, 0.9639], [-1.3213, -4.3918, 0.1425], [-2.8576, -3.0236, -2.7275], [-2.0866, -4.5044, -2.1471], [-0.9959, -3.5555, -4.2503], [0.1274, -3.7294, -2.8929], [-1.2738, -0.8557, -4.9060], [0.2022, -1.7923, -5.2040], [0.5876, 0.7373, -5.0780], [1.5787, -0.2102, -3.9617], [-0.7566, 2.4598, -3.9875], [0.9030, 2.5781, -3.3373], [-0.4944, 2.5656, -2.2273], [3.6186, -0.2044, 1.5561], [2.4516, -0.2457, 0.8118], [1.2462, 0.3195, 1.1480], [1.2140, 0.9988, 2.2644], [2.3682, 1.1153, 3.1326], [3.5952, 0.4988, 2.7400], [2.2569, 1.7364, 4.3477], [1.0190, 2.4241, 4.7603], [-0.1059, 2.3365, 4.0043], [-1.3086, 3.0452, 4.3646], [-2.3651, 3.0487, 3.4860], [-2.2534, 2.2509, 2.3547], [-1.1038, 1.6090, 1.9414], [-0.0780, 1.6400, 2.7225], [4.5167, -0.6931, 1.2010], [2.4708, -0.7692, -0.1378], [4.4834, 0.6048, 3.3554], [3.0918, 1.7241, 5.0447], [1.0438, 3.0345, 5.6591], [-1.3798, 3.5286, 5.3346], [-3.2845, 3.5816, 3.6935], [-3.1231, 2.0891, 1.7273]], "atomic_forces_ev_per_a": [[-0.293, -0.614, -0.807], [-0.133, -0.069, 0.077], [0.114, 0.150, 0.171], [-0.168, -0.029, -0.196], [-0.011, -0.342, 0.065], [0.109, 0.141, 0.132], [-0.036, 0.156, -0.274], [0.136, -0.068, -0.091], [-0.076, 0.188, 0.106], [0.047, 0.075, -0.043], [-0.013, 0.055, -0.012], [0.003, 0.021, -0.017], [0.043, 0.031, -0.022], [-0.007, -0.006, 0.014], [0.075, 0.015, 0.154], [-0.021, 0.209, -0.063], [0.022, 0.042, -0.003], [-0.019, -0.007, 0.053], [0.037, -0.140, 0.162], [-0.115, 0.084, 0.062], [0.000, 0.004, 0.008], [-0.026, -0.025, 0.009], [0.016, -0.027, 0.026], [-0.010, -0.027, 0.006], [0.054, 0.044, 0.047], [-0.067, 0.043, 0.034], [0.373, 0.167, 0.430], [-0.048, -0.033, 0.061], [-0.091, 0.039, -0.013], [0.022, -0.055, -0.037], [-0.107, 0.052, 0.028], [0.104, -0.028, -0.090], [-0.021, -0.036, -0.099], [-0.033, -0.039, -0.004], [0.028, 0.036, 0.018], [0.122, -0.070, -0.012], [-0.160, 0.090, 0.030], [0.135, -0.011, 0.060], [-0.011, 0.001, -0.009], [-0.030, 0.001, -0.011], [-0.026, -0.034, 0.037], [0.002, 0.085, -0.006], [0.020, -0.075, 0.049], [0.048, 0.057, -0.027], [-0.016, -0.054, 0.035], [0.027, 0.004, -0.038]]}

***

Entry 3:
{"formula": "C18H22N2O4S", "method": "ωB97M-V/def2-TZVPD", "homo_ev": -8.95, "homo_lumo_gap_ev": 9.13, "smiles": "CCOCCCNS(=O)(=O)c1ccc(NC(=O)c2ccccc2)cc1", "spin_multiplicity": 1, "energy_ha": -1507.77477, "lumo_ev": 0.2, "relative_energy_kcal_mol": 24.6, "largest_force_ev_per_a": 1.0, "symbols": ["C", "C", "O", "C", "C", "C", "N", "S", "O", "O", "C", "C", "C", "C", "N", "C", "O", "C", "C", "C", "C", "C", "C", "C", "C", "H", "H", "H", "H", "H", "H", "H", "H", "H", "H", "H", "H", "H", "H", "H", "H", "H", "H", "H", "H", "H", "H"], "xyz": [[0.7722, -1.2652, -3.4728], [1.6332, -0.4031, -2.5647], [2.9262, -0.9736, -2.5074], [3.8629, -0.2571, -1.7349], [3.7824, -0.5457, -0.2303], [4.1700, -1.9947, 0.0865], [3.2664, -2.9758, -0.4583], [2.0733, -3.5940, 0.5054], [1.4528, -4.6479, -0.2392], [2.6676, -3.8743, 1.7799], [0.8625, -2.2906, 0.7350], [-0.1945, -2.1835, -0.1468], [-1.1141, -1.1596, -0.0089], [-0.9712, -0.2396, 1.0301], [-1.8514, 0.8218, 1.2233], [-2.9192, 1.2068, 0.4535], [-3.2756, 0.6363, -0.5545], [-3.6310, 2.4059, 0.9835], [-2.9764, 3.4560, 1.6219], [-3.6951, 4.5501, 2.0694], [-5.0677, 4.6042, 1.8908], [-5.7226, 3.5692, 1.2433], [-5.0068, 2.4802, 0.7834], [0.0891, -0.3754, 1.9314], [1.0037, -1.3993, 1.7824], [0.7504, -2.2863, -3.1021], [-0.2401, -0.8729, -3.5019], [1.1847, -1.2730, -4.4779], [1.7029, 0.6219, -2.9612], [1.1859, -0.3494, -1.5615], [4.8427, -0.5674, -2.1106], [3.7458, 0.8219, -1.9130], [2.7724, -0.3432, 0.1312], [4.4705, 0.1260, 0.2850], [4.1865, -2.1690, 1.1642], [5.1728, -2.1918, -0.3098], [2.9894, -2.7942, -1.4128], [-0.2931, -2.9205, -0.9271], [-1.9401, -1.0649, -0.6933], [-1.6820, 1.3631, 2.0601], [-1.9015, 3.4467, 1.7405], [-3.1811, 5.3659, 2.5559], [-5.6238, 5.4583, 2.2474], [-6.7907, 3.6142, 1.0934], [-5.4975, 1.6692, 0.2669], [0.1893, 0.3241, 2.7497], [1.8199, -1.5299, 2.4751]], "atomic_forces_ev_per_a": [[0.343, 0.249, 0.242], [-0.297, 0.103, -0.029], [-0.032, -0.299, -0.196], [0.176, 0.312, 0.331], [-0.009, -0.300, -0.432], [0.224, 0.550, 0.357], [-0.683, -0.672, 0.368], [0.236, 0.010, -0.369], [-0.145, 0.262, -0.195], [-0.016, 0.338, 0.041], [0.422, -0.598, -0.056], [0.025, -0.031, 0.075], [-0.106, 0.026, -0.080], [0.227, -0.311, -0.202], [0.067, 0.256, 0.349], [0.111, 0.042, 0.100], [-0.080, -0.091, -0.064], [-0.241, 0.282, -0.011], [-0.026, -0.146, -0.058], [-0.006, 0.098, 0.078], [0.029, 0.047, 0.009], [-0.023, -0.004, 0.000], [0.139, -0.108, -0.022], [-0.015, -0.038, -0.115], [-0.048, 0.057, 0.122], [-0.066, -0.143, 0.025], [-0.143, 0.008, -0.023], [-0.003, -0.019, -0.112], [0.013, -0.099, 0.076], [0.085, 0.042, -0.103], [-0.005, 0.116, 0.038], [0.049, -0.096, -0.045], [0.051, 0.090, 0.039], [0.009, 0.064, 0.033], [0.247, 0.096, -0.056], [-0.050, -0.012, 0.121], [-0.248, -0.086, -0.140], [-0.100, -0.056, -0.143], [-0.005, -0.018, -0.004], [-0.142, -0.093, -0.170], [0.081, -0.007, 0.008], [0.038, 0.062, 0.026], [-0.045, 0.070, 0.028], [-0.088, -0.006, -0.009], [-0.038, -0.059, -0.059], [0.020, 0.066, 0.085], [0.068, 0.047, 0.143]]}

***

Entry 4:
{"formula": "C18H22N2O7S", "method": "ωB97M-V/def2-TZVPD", "homo_ev": -8.05, "homo_lumo_gap_ev": 8.69, "smiles": "COc1ccc(OC)c(N(CC(N)=O)S(=O)(=O)c2ccc(OC)c(OC)c2)c1", "spin_multiplicity": 1, "energy_ha": -1733.43991, "lumo_ev": 0.6, "relative_energy_kcal_mol": 0.0, "largest_force_ev_per_a": 0.9, "symbols": ["C", "O", "C", "C", "C", "C", "O", "C", "C", "N", "C", "C", "N", "O", "S", "O", "O", "C", "C", "C", "C", "O", "C", "C", "O", "C", "C", "C", "H", "H", "H", "H", "H", "H", "H", "H", "H", "H", "H", "H", "H", "H", "H", "H", "H", "H", "H", "H", "H", "H"], "xyz": [[5.6315, 2.8853, 0.6449], [4.4646, 2.3645, 0.0557], [3.7720, 1.4037, 0.7312], [4.1024, 0.9118, 1.9857], [3.3269, -0.0742, 2.5796], [2.2169, -0.5883, 1.9326], [1.4311, -1.6043, 2.3898], [1.4020, -1.8500, 3.7769], [1.8609, -0.0636, 0.6808], [0.6733, -0.5109, 0.0695], [0.7482, -1.3562, -1.0999], [1.5062, -2.6701, -0.8384], [0.9337, -3.4405, 0.0979], [2.5060, -2.9699, -1.4546], [-0.7104, -0.5864, 1.0003], [-1.1459, -1.9441, 1.2371], [-0.5528, 0.2886, 2.1202], [-1.8618, 0.1471, -0.1521], [-1.6700, 1.4536, -0.5341], [-2.5468, 2.0319, -1.4422], [-3.6064, 1.3022, -1.9615], [-4.5144, 1.7703, -2.8504], [-4.4004, 3.1015, -3.2948], [-3.7954, -0.0444, -1.5578], [-4.8556, -0.6797, -2.1117], [-5.1052, -2.0136, -1.7335], [-2.9113, -0.6075, -0.6534], [2.6334, 0.9144, 0.0895], [5.4136, 3.3913, 1.5911], [6.0223, 3.6099, -0.0678], [6.3799, 2.1045, 0.8133], [4.9631, 1.2795, 2.5207], [3.6138, -0.4455, 3.5509], [2.3287, -2.3245, 4.1180], [0.5652, -2.5285, 3.9340], [1.2284, -0.9259, 4.3338], [-0.2774, -1.5767, -1.4039], [1.2591, -0.8216, -1.9064], [1.4242, -4.2647, 0.4046], [0.1713, -3.0816, 0.6636], [-0.8468, 2.0102, -0.1179], [-2.3942, 3.0569, -1.7376], [-3.4545, 3.2713, -3.8187], [-5.2271, 3.2484, -3.9878], [-4.4915, 3.8113, -2.4668], [-4.2760, -2.6718, -2.0107], [-5.9992, -2.3082, -2.2804], [-5.2910, -2.0979, -0.6585], [-3.0098, -1.6228, -0.3068], [2.3648, 1.3152, -0.8741]], "atomic_forces_ev_per_a": [[0.137, 0.070, 0.067], [-0.235, -0.117, -0.120], [-0.084, -0.147, 0.026], [0.127, 0.251, -0.189], [-0.265, -0.257, 0.023], [0.239, -0.058, -0.069], [0.383, 0.226, -0.122], [0.002, -0.035, 0.164], [0.437, 0.180, 0.678], [-0.719, 0.001, 0.597], [0.160, -0.259, -0.356], [-0.250, 0.156, -0.119], [-0.186, -0.418, 0.276], [0.272, 0.056, -0.264], [-0.551, 0.503, -0.533], [-0.140, 0.179, -0.262], [0.160, 0.175, -0.105], [0.292, -0.211, 0.295], [0.026, -0.043, 0.071], [-0.101, -0.007, -0.061], [-0.138, -0.206, -0.021], [0.097, -0.367, 0.222], [0.026, 0.239, -0.078], [0.043, 0.172, -0.038], [0.126, 0.345, -0.042], [-0.038, -0.210, 0.056], [-0.250, -0.156, -0.077], [0.111, -0.016, 0.124], [0.010, -0.029, -0.021], [0.014, -0.041, 0.089], [-0.028, 0.017, 0.008], [0.087, 0.060, 0.010], [-0.003, -0.060, 0.087], [-0.067, 0.037, -0.004], [0.058, 0.015, 0.064], [0.010, -0.005, -0.006], [0.076, -0.037, -0.195], [-0.095, -0.131, 0.101], [0.042, 0.074, -0.075], [0.188, -0.148, -0.071], [0.114, 0.177, -0.002], [-0.022, 0.097, -0.051], [-0.028, -0.011, 0.032], [0.080, 0.038, 0.046], [0.015, -0.033, -0.024], [-0.014, 0.026, 0.015], [0.075, -0.030, 0.068], [0.014, 0.007, -0.027], [-0.115, -0.149, -0.044], [-0.088, 0.082, -0.141]]}